(1)
Below is a 15-piece molecular cluster, H30O15 overall in a non-equilibrium geometry, with properties calculated with wB97M-V/def2-TZVPD.

```
45
Properties=species:S:1:pos:R:3
O 0.917 1.461 -3.413
H 0.045 1.475 -3.032
H 0.932 2.217 -4.001
O -1.198 3.224 -0.521
H -1.239 3.920 -1.190
H -0.461 2.698 -0.685
O -2.624 -0.056 -0.628
H -2.875 -0.998 -0.547
H -1.662 -0.160 -0.593
O 0.271 -1.913 -1.869
H 0.131 -2.789 -2.179
H 0.519 -1.473 -2.700
O -2.303 -3.095 -0.850
H -2.424 -3.585 -0.020
H -1.522 -2.576 -0.773
O 2.196 2.395 1.908
H 1.614 1.673 2.029
H 3.033 1.934 1.813
O 3.035 1.294 -0.825
H 2.205 1.636 -1.145
H 2.901 0.935 0.086
O -0.003 0.303 -0.331
H 0.402 -0.478 -0.665
H 0.315 0.383 0.584
O -2.299 1.842 1.735
H -2.525 0.945 1.737
H -1.852 2.009 0.910
O 2.335 -0.328 1.640
H 2.185 -0.569 2.544
H 2.732 -1.071 1.160
O 0.043 -2.149 1.449
H 0.405 -2.927 0.958
H 0.825 -1.662 1.795
O 2.796 -1.972 -0.433
H 3.456 -1.472 -0.866
H 2.198 -2.180 -1.145
O -2.292 -1.044 2.611
H -1.641 -1.323 2.011
H -2.410 -1.632 3.345
O -1.566 1.417 -2.783
H -1.846 1.400 -3.667
H -1.930 0.569 -2.420
O 0.093 0.628 2.892
H -0.276 -0.152 3.192
H -0.636 1.244 2.880
```

The value obtained for the relative energy (zero: lowest compared OMol25 entry of this formula, charge and spin) is 33.34 kcal per mole. As for the strongest force on any atom: 0.058 Eh/bohr. The gap between HOMO and LUMO comes out at 9.87 eV. The molecular weight comes out at 270.23 g mol⁻¹.

---

(2)
Below is C27H39FeN3O4S as an isolated structure, with properties calculated with wB97M-V/def2-TZVPD.

```
75
Properties=species:S:1:pos:R:3
Fe 0.006 0.327 0.893
C 0.149 -0.737 3.737
N 0.211 0.601 3.112
C 1.577 1.101 3.426
C 2.145 2.317 2.696
C 2.313 2.140 1.173
N 1.924 0.798 0.785
C 2.786 0.058 0.197
C 2.582 -1.310 -0.211
C 3.553 -1.919 -1.015
C 3.453 -3.239 -1.391
C 2.363 -3.983 -0.919
C 1.397 -3.417 -0.122
C 1.457 -2.050 0.251
O 0.556 -1.540 1.021
C -0.821 1.408 3.791
C -1.138 2.757 3.169
C -1.786 2.617 1.803
N -0.864 2.188 0.753
C -0.782 2.969 -0.263
C -0.094 2.696 -1.494
C 0.074 3.757 -2.404
C 0.696 3.586 -3.614
C 1.166 2.301 -3.941
C 0.992 1.240 -3.094
C 0.331 1.377 -1.833
O 0.169 0.346 -1.093
H 0.374 -0.666 4.811
H 0.851 -1.404 3.247
H -0.850 -1.147 3.620
H 2.248 0.263 3.236
H 1.620 1.303 4.506
H 3.128 2.472 3.150
H 1.583 3.222 2.910
H 3.347 2.344 0.875
H 1.674 2.841 0.639
H 3.777 0.476 -0.004
H 4.402 -1.325 -1.341
H 4.207 -3.698 -2.016
H 2.279 -5.031 -1.188
H 0.548 -3.991 0.227
H -0.537 1.526 4.847
H -1.741 0.819 3.773
H -0.266 3.404 3.110
H -1.849 3.261 3.830
H -2.275 3.553 1.512
H -2.565 1.854 1.882
H -1.296 3.935 -0.220
H -0.299 4.736 -2.120
H 0.827 4.414 -4.296
H 1.680 2.147 -4.883
H 1.371 0.256 -3.342
C -3.238 -2.273 0.572
C -3.881 -1.117 -0.192
C -2.812 -0.033 -0.159
O -2.000 -0.299 1.018
C -2.412 -1.550 1.614
H -2.589 -2.840 -0.087
H -3.971 -2.937 1.031
H -4.787 -0.775 0.315
H -4.139 -1.386 -1.215
H -3.239 0.965 -0.052
H -2.151 -0.068 -1.021
H -3.016 -1.306 2.497
H -1.511 -2.084 1.902
C -1.048 -1.394 -4.271
S -0.243 -2.308 -2.947
C -0.189 -3.883 -3.817
O -1.297 -2.464 -1.907
H -0.420 -1.388 -5.162
H -1.188 -0.374 -3.919
H -2.010 -1.867 -4.470
H 0.480 -3.800 -4.674
H -1.196 -4.160 -4.126
H 0.205 -4.613 -3.113
```

The value obtained for the relative energy (zero: lowest compared OMol25 entry of this formula, charge and spin) is 10.53 kcal per mole. As for the strongest force on any atom: 0.017 Eh/bohr. The gap between HOMO and LUMO comes out at 7.43 eV. The molecular weight comes out at 557.54 g mol⁻¹.

---

(3)
Below is one molecule with the formula C3H10N2O in a non-equilibrium geometry, with properties calculated with wB97M-V/def2-TZVPD.

```
16
Properties=species:S:1:pos:R:3
N 0.332 -1.611 -0.507
C 0.283 -0.261 0.064
C -1.163 0.095 0.324
O -1.761 -0.899 1.163
C 0.944 0.747 -0.876
N 1.301 1.971 -0.172
H -0.411 -2.187 -0.138
H 1.209 -2.108 -0.402
H 0.769 -0.275 1.051
H -1.704 0.165 -0.629
H -1.208 1.074 0.787
H -2.724 -0.850 1.022
H 0.172 0.965 -1.622
H 1.805 0.292 -1.379
H 1.961 2.504 -0.741
H 1.802 1.750 0.679
```

The value obtained for the relative energy (zero: lowest compared OMol25 entry of this formula, charge and spin) is 23.26 kcal per mole. As for the strongest force on any atom: 0.024 Eh/bohr. The gap between HOMO and LUMO comes out at 10.05 eV. As for the SMILES: NC[C@H](N)CO. The molecular weight comes out at 90.13 g mol⁻¹.

---

(4)
Below is C7H5NO7Tb as an isolated structure in a non-equilibrium geometry, with properties calculated with wB97M-V/def2-TZVPD.

```
21
Properties=species:S:1:pos:R:3
O -0.370 4.039 -3.238
C -0.399 3.154 -2.517
Tb -0.233 -0.732 -0.858
O -0.254 0.157 -4.470
C -0.264 -0.019 -3.330
C -0.653 -2.574 -2.412
O -0.858 -3.358 -3.231
C -2.391 -0.125 -2.047
O -3.296 0.057 -2.745
C 1.792 0.004 -2.040
O 2.693 0.311 -2.700
N 0.576 0.757 3.643
C 0.383 -0.674 3.285
C 0.239 -0.687 1.804
O 0.465 -1.736 1.072
O -0.095 0.429 1.242
H 1.579 1.008 3.610
H 0.286 0.950 4.607
H 0.077 1.357 2.954
H 1.241 -1.260 3.613
H -0.521 -1.059 3.757
```

The value obtained for the relative energy (zero: lowest compared OMol25 entry of this formula, charge and spin) is 8.87 kcal per mole. As for the strongest force on any atom: 0.136 Eh/bohr. The gap between HOMO and LUMO (spin up / spin down) comes out at 9.06 / 9.29 eV. Its expectation value of S² is 12.677. The charge is +3. The multiplicity is 7. The molecular weight comes out at 374.04 g mol⁻¹.

---

(5)
Below is one molecule with the formula C4H6O2 in a non-equilibrium geometry, with properties calculated with wB97M-V/def2-TZVPD.

```
12
Properties=species:S:1:pos:R:3
C -0.572 -0.953 -0.011
C 0.276 0.291 0.010
C -0.216 1.524 -0.019
C 1.738 0.085 0.002
H -2.452 -1.383 0.080
H -0.328 -1.520 0.889
H -0.282 -1.552 -0.886
H -1.290 1.662 -0.039
H 0.422 2.419 0.011
H 2.356 1.000 0.005
O -1.924 -0.572 -0.023
O 2.273 -1.001 -0.019
```

The value obtained for the relative energy (zero: lowest compared OMol25 entry of this formula, charge and spin) is 32.68 kcal per mole. As for the strongest force on any atom: 0.020 Eh/bohr. The gap between HOMO and LUMO comes out at 10.42 eV. As for the SMILES: C=C(C=O)CO. The molecular weight comes out at 86.09 g mol⁻¹.

---

(6)
Below is a 9-piece molecular cluster, H18O9 overall in a non-equilibrium geometry, with properties calculated with wB97M-V/def2-TZVPD.

```
27
Properties=species:S:1:pos:R:3
O -24.090 5.661 13.540
H -24.108 6.293 12.841
H -23.210 5.824 13.806
O -24.935 8.625 12.937
H -25.127 9.584 12.801
H -24.603 8.361 12.056
O -25.592 11.352 12.600
H -25.449 12.127 11.986
H -25.869 11.768 13.406
O -27.671 10.340 10.598
H -27.761 10.973 9.913
H -27.029 10.690 11.219
O -22.742 11.102 12.641
H -22.569 11.811 13.259
H -23.654 11.190 12.617
O -27.166 7.278 13.070
H -27.075 7.073 14.018
H -26.431 7.918 13.007
O -23.147 8.961 15.390
H -23.858 8.765 14.820
H -23.171 8.317 16.122
O -23.913 6.929 10.996
H -23.307 7.603 10.652
H -23.408 6.167 10.738
O -23.588 10.223 10.165
H -23.486 11.124 9.828
H -23.243 10.272 11.075
```

The value obtained for the relative energy (zero: lowest compared OMol25 entry of this formula, charge and spin) is 65.91 kcal per mole. As for the strongest force on any atom: 0.062 Eh/bohr. The gap between HOMO and LUMO comes out at 9.36 eV. As for the SMILES: O.O.O.O.O.O.O.O.O. The molecular weight comes out at 162.14 g mol⁻¹.